No. 1
C48H39BrN9NdO4S2 as an isolated structure, computed with ωB97M-V/def2-TZVPD.

Last column: Mulliken charge in e.
CARTESIAN COORDINATES (ANGSTROEM)
Nd  -0.6343  -0.1763  0.9812  -0.668
C  -3.5389  2.1825  -2.1324  -1.344
C  -2.6919  2.4689  -3.1907  -1.001
C  -1.4771  1.8086  -3.2726  -1.067
C  -1.1371  0.8881  -2.2791  0.759
N  -1.9078  0.7080  -1.2035  1.307
C  -3.0858  1.3100  -1.1522  -0.480
C  0.0254  -0.0150  -2.3976  0.258
C  0.5422  -0.3453  -3.6504  -1.377
C  1.5552  -1.2833  -3.7340  -1.744
C  2.0388  -1.8573  -2.5706  -0.484
C  1.4741  -1.4691  -1.3564  -0.280
N  0.4927  -0.5716  -1.2799  2.288
C  1.9453  -2.0471  -0.0771  0.878
C  3.2874  -2.3621  0.1329  -0.856
C  3.6700  -2.8655  1.3653  -0.866
C  2.6963  -3.0887  2.3255  -1.097
C  1.3807  -2.7629  2.0226  0.104
N  1.0147  -2.2312  0.8654  0.260
H  -4.5178  2.6302  -2.0549  0.520
H  -2.9844  3.1734  -3.9563  0.463
H  -0.8094  2.0148  -4.0934  0.505
H  -3.6980  1.0785  -0.2874  0.707
H  0.1373  0.1003  -4.5431  0.648
H  1.9583  -1.5698  -4.6934  0.496
H  2.8152  -2.6055  -2.6027  0.660
H  4.0259  -2.1685  -0.6301  0.365
H  4.7076  -3.0850  1.5698  0.479
H  2.9515  -3.4919  3.2927  0.477
H  0.5887  -2.9294  2.7456  0.306
C  4.1067  1.5895  -3.3940  -1.642
C  4.5777  2.2847  -2.1093  2.904
C  5.7615  3.1929  -2.4634  -2.437
C  5.0812  1.2324  -1.1126  -1.340
C  3.4008  3.0418  -1.5014  -0.035
C  3.3922  4.4382  -1.4179  -0.185
C  2.3395  5.1293  -0.8522  -1.369
C  1.2685  4.4099  -0.3549  0.456
S  -0.1661  4.9893  0.4251  -0.549
C  -0.6979  3.3135  0.6156  0.388
N  0.1137  2.4310  0.1177  1.258
C  1.2324  3.0022  -0.4332  -1.698
C  2.3059  2.3354  -1.0205  0.812
C  -1.9369  3.0316  1.3109  1.264
C  -2.8280  4.0877  1.5407  -1.078
C  -3.9926  3.8758  2.2423  -0.862
C  -4.2745  2.5972  2.7011  -0.927
C  -3.3968  1.5535  2.4471  -0.001
C  -2.1727  1.6969  1.7590  0.043
H  4.9352  1.0550  -3.8542  0.495
H  3.7345  2.3232  -4.1052  0.383
H  3.3091  0.8810  -3.1858  0.139
H  6.5859  2.5860  -2.8343  0.439
H  6.1137  3.7332  -1.5876  0.476
H  5.4995  3.9026  -3.2455  0.469
H  5.9262  0.6879  -1.5299  0.527
H  4.3012  0.5186  -0.8621  -0.360
H  5.4145  1.7175  -0.1990  0.458
H  4.2273  5.0092  -1.7881  0.555
H  2.3593  6.2058  -0.7796  0.414
H  2.2687  1.2593  -1.0446  -0.530
H  -2.6002  5.0735  1.1546  0.414
H  -4.6739  4.6928  2.4342  0.400
H  -5.1844  2.4188  3.2595  0.437
H  -3.6791  0.5672  2.8111  0.278
N  -8.0651  -4.1111  -1.0830  -0.547
C  -6.7184  -3.8217  -1.1564  1.117
C  -5.7672  -4.8105  -0.8834  -0.816
C  -4.4226  -4.5046  -0.8841  -0.332
C  -4.0091  -3.2128  -1.1491  -0.527
C  -4.9327  -2.2221  -1.4254  -0.653
C  -6.2817  -2.5232  -1.4322  -0.790
S  -2.2775  -2.7816  -1.0368  1.692
O  -1.9810  -1.8735  -2.1266  -0.789
O  -1.4627  -3.9703  -0.9882  -0.905
N  -2.0720  -1.9096  0.3231  0.337
C  -2.4371  -2.4307  1.4826  0.681
N  -1.9666  -1.7682  2.5817  0.009
C  -2.3719  -2.1994  3.7623  -0.390
C  -3.2341  -3.2766  3.9126  -1.125
C  -3.6290  -3.9044  2.7393  -0.202
N  -3.2409  -3.5040  1.5487  -0.411
H  -8.3142  -5.0833  -1.1665  0.222
H  -8.6876  -3.4768  -1.5573  0.224
H  -6.1013  -5.8135  -0.6601  0.305
H  -3.6710  -5.2467  -0.6726  0.502
H  -4.5837  -1.2242  -1.6428  0.514
H  -7.0121  -1.7540  -1.6409  0.300
H  -1.9838  -1.6571  4.6171  0.557
H  -3.5650  -3.6103  4.8799  0.438
H  -4.2875  -4.7655  2.7416  0.496
Br  7.0831  0.3051  2.2194  -0.175
C  5.4305  0.2834  3.1548  -0.243
C  5.4037  0.2782  4.5432  -0.164
N  4.2713  0.2671  5.2202  -0.667
C  3.1261  0.2502  4.5609  -0.223
C  3.0540  0.2427  3.1715  -0.537
C  4.2420  0.2604  2.4527  0.471
C  1.7504  0.1841  2.4208  0.692
O  0.7065  -0.0968  3.0494  -0.683
O  1.7934  0.3902  1.1880  0.281
H  6.3160  0.2814  5.1244  0.377
H  2.2204  0.2482  5.1493  0.562
H  4.2013  0.2592  1.3748  0.189

Output
Multiplicity: 4
Charge: 0
HOMO-LUMO gap (spin up / spin down), eV: 7.553 / 7.572
Largest force on an atom, eV Å⁻¹: 1.9
Expectation value of S²: 3.75
HOMO (spin up / spin down), hartree: -0.2870 / -0.2874
E, a.u.: -6578.3509



No. 2
C48H39INO3PPtS as an isolated structure, computed with ωB97M-V/def2-TZVPD.

Last column: Mulliken charge in e.
CARTESIAN COORDINATES (ANGSTROEM)
Pt  0.4740  -0.4970  0.1941  3.592
I  -1.4855  -0.3320  2.0683  0.120
C  -1.0288  -2.2567  2.7933  0.216
C  -2.1556  -3.0198  2.9284  -0.878
C  -2.1054  -4.2650  3.5806  -1.061
C  -0.9277  -4.6710  4.1228  -0.807
C  0.2515  -3.8971  3.9886  0.876
C  1.4254  -4.3657  4.6255  -0.848
C  2.5884  -3.6667  4.5508  -1.341
C  2.6294  -2.5094  3.7584  -0.591
C  1.5313  -2.0177  3.0907  0.843
P  1.9429  -0.6220  1.9740  0.116
C  3.5921  -0.9450  1.2916  0.619
C  4.7684  -0.6712  1.9930  -0.044
C  6.0028  -0.9465  1.4275  -1.045
C  6.0777  -1.4938  0.1534  -0.833
C  4.9141  -1.7628  -0.5515  -0.696
C  3.6766  -1.4890  0.0101  0.228
C  2.1053  0.8124  3.0735  1.203
C  1.3146  0.8939  4.2191  -1.123
C  1.3904  2.0052  5.0454  -0.779
C  2.2691  3.0365  4.7461  -0.680
C  3.0702  2.9573  3.6140  -1.012
C  2.9835  1.8562  2.7766  -0.334
C  0.2602  -2.6722  3.2533  0.811
H  -3.1059  -2.6566  2.5617  0.478
H  -3.0045  -4.8571  3.6781  0.462
H  -0.8680  -5.5965  4.6813  0.441
H  1.3688  -5.2895  5.1873  0.444
H  3.4798  -4.0051  5.0599  0.476
H  3.5831  -2.0125  3.6541  0.396
H  4.7300  -0.2350  2.9833  0.539
H  6.9064  -0.7300  1.9811  0.475
H  7.0422  -1.7024  -0.2898  0.439
H  4.9765  -2.1759  -1.5506  0.460
H  2.7716  -1.6967  -0.5516  -0.401
H  0.6515  0.0810  4.4865  0.348
H  0.7768  2.0551  5.9349  0.496
H  2.3420  3.8937  5.4020  0.441
H  3.7690  3.7523  3.3877  0.452
H  3.6097  1.8053  1.8959  0.646
C  -1.6566  -4.4446  -3.7365  -1.081
O  -0.3417  -4.0900  -3.3088  -0.408
C  0.0446  -4.4543  -2.0740  1.019
C  -0.7548  -5.1315  -1.1585  -0.851
C  -0.2382  -5.5076  0.0708  -0.818
C  1.0750  -5.2210  0.4164  -0.969
C  1.8755  -4.5440  -0.4863  -0.219
C  1.3610  -4.1485  -1.7103  0.196
N  2.2570  -3.5310  -2.6372  0.187
C  2.1210  -2.5505  -3.4950  -0.562
C  1.0971  -1.5873  -3.6890  0.977
C  1.0628  -0.9916  -4.9715  -1.116
C  0.0678  -0.1166  -5.3212  -1.113
C  -0.9087  0.2102  -4.3701  -0.475
C  -0.8620  -0.3033  -3.0942  -0.536
C  0.1509  -1.1938  -2.7117  1.021
O  0.2291  -1.6629  -1.4807  -1.946
H  -1.7422  -4.0823  -4.7560  0.280
H  -2.4087  -3.9610  -3.1107  0.417
H  -1.7908  -5.5267  -3.7176  0.404
H  -1.7724  -5.3875  -1.4135  0.512
H  -0.8699  -6.0543  0.7580  0.484
H  1.4791  -5.5402  1.3664  0.473
H  2.9085  -4.3191  -0.2457  0.415
H  3.1446  -4.0140  -2.6984  0.415
H  2.9563  -2.4854  -4.1860  0.508
H  1.8184  -1.2692  -5.6968  0.444
H  0.0336  0.3089  -6.3135  0.465
H  -1.7086  0.8885  -4.6407  0.486
H  -1.6017  -0.0308  -2.3514  0.557
O  1.0124  1.1463  -1.1859  -0.684
S  1.4611  2.2756  -0.2293  0.465
C  2.2410  3.4842  -1.2530  0.454
C  3.3761  4.0962  -0.7446  -0.178
C  4.0067  5.0721  -1.5045  -0.738
C  3.5067  5.4043  -2.7539  -0.580
C  2.3753  4.7687  -3.2575  -0.820
C  1.7300  3.8039  -2.5059  -0.418
C  -0.0503  3.0687  0.2531  0.976
C  -1.1570  3.0417  -0.5859  -0.214
C  -2.3297  3.6411  -0.1559  -0.763
C  -2.3841  4.2505  1.0934  -0.555
C  -1.2734  4.2551  1.9250  -0.830
C  -0.0932  3.6522  1.5109  -0.243
H  3.7593  3.8218  0.2306  0.298
H  4.8903  5.5651  -1.1233  0.445
H  4.0022  6.1625  -3.3450  0.411
H  1.9974  5.0321  -4.2360  0.441
H  0.8538  3.2958  -2.8877  0.320
H  -1.0988  2.5477  -1.5476  0.257
H  -3.2024  3.6381  -0.7951  0.457
H  -3.3016  4.7214  1.4202  0.434
H  -1.3256  4.7214  2.8996  0.465
H  0.7761  3.6333  2.1575  0.290

Output
Multiplicity: 3
Charge: +2
HOMO-LUMO gap (spin up / spin down), eV: 7.203 / 6.256
Largest force on an atom, eV Å⁻¹: 0.7
Expectation value of S²: 2.01
HOMO (spin up / spin down), hartree: -0.4626 / -0.4810
E, a.u.: -3289.0028